Formula: C49H50NO6P2Pd
Source: the OMol25 dataset
Level of theory: ωB97M-V/def2-TZVPD

Structure (ORCA input):
```
! RIJCOSX wB97M-V def2-TZVPD def2/J DEFGRID3
* xyz 1 1
C -0.1273 -0.4486 5.2766
C 1.2440 -0.5785 5.0715
C 1.8964 0.3135 4.2207
C 1.1481 1.2898 3.5885
O 1.8429 2.0513 2.6051
P 2.3418 1.2865 1.2458
O 3.2931 2.3377 0.4695
C 3.5404 3.6642 0.8403
C 4.8825 3.9764 0.9484
C 5.1970 5.1446 1.6298
C 4.1486 5.9492 2.0882
C 2.8004 5.6490 1.8794
C 2.4773 4.4776 1.1973
O 3.4683 0.1970 1.7519
C 4.7089 -0.0658 1.1347
C 5.7411 -0.5193 1.9425
C 7.0191 -0.6051 1.3868
C 7.2181 -0.2522 0.0506
C 6.1564 0.1456 -0.7607
C 4.8717 0.1947 -0.2129
Pd 0.5876 0.8151 -0.1269
P -1.5819 0.9221 0.6361
O -2.1366 0.0424 1.9173
C -3.4209 0.1526 2.5133
C -4.0797 -0.9829 2.9492
C -5.3545 -0.8250 3.5205
C -5.9267 0.4404 3.6350
C -5.2384 1.5690 3.2163
C -3.9426 1.4196 2.7079
O -2.0101 2.4948 0.8932
C -2.8080 3.2815 0.0315
C -3.8235 4.0397 0.6039
C -4.7693 4.6117 -0.2418
C -4.6459 4.4444 -1.6203
C -3.5769 3.7335 -2.1760
C -2.6193 3.1831 -1.3306
O -2.6391 0.4925 -0.5250
C -3.5164 -0.6138 -0.4845
C -4.8401 -0.2844 -0.7042
C -5.7865 -1.2812 -0.4922
C -5.3495 -2.5594 -0.1511
C -3.9989 -2.8861 -0.0259
C -3.0471 -1.8860 -0.2187
C 0.6639 -1.1133 -1.1161
C 1.5212 -2.1014 -0.4458
C 1.0245 -2.8900 0.6038
C 1.7989 -3.9096 1.1456
C 3.1054 -4.1164 0.6850
C 3.6355 -3.2783 -0.3015
C 2.8418 -2.2912 -0.8722
C 1.1262 -0.1029 -2.0092
C 0.1965 0.8983 -2.3730
C -0.2208 1.4133 3.7511
C -0.8673 0.5323 4.6192
H -0.6330 -1.1019 5.9737
H 1.8511 -1.3483 5.5546
H 2.9512 0.2165 3.9723
H 5.5842 3.2265 0.5740
H 6.2528 5.3728 1.7698
H 4.4002 6.8671 2.5985
H 1.9734 6.2754 2.2254
H 1.4477 4.1620 0.9829
H 5.5004 -0.7630 2.9819
H 7.8411 -0.9524 2.0197
H 8.2166 -0.3074 -0.3672
H 6.2812 0.4405 -1.8113
H 4.0176 0.4700 -0.8439
H -3.5661 -1.9458 2.8404
H -5.8730 -1.7239 3.8586
H -6.9181 0.5406 4.0680
H -5.6264 2.5868 3.2494
H -3.3741 2.3064 2.4608
H -3.8748 4.1186 1.6921
H -5.5959 5.1698 0.2059
H -5.3810 4.8922 -2.2741
H -3.4660 3.5715 -3.2533
H -1.7495 2.6311 -1.7209
H -5.0356 0.7541 -0.9730
H -6.8340 -1.0074 -0.5830
H -6.0886 -3.3318 0.0094
H -3.6544 -3.8832 0.2617
H -1.9679 -2.0721 -0.1146
H -0.4128 -1.3165 -1.1494
H 0.0120 -2.7032 0.9596
H 1.3793 -4.5554 1.9193
H 3.7099 -4.9309 1.0867
H 4.6672 -3.3898 -0.6401
H 3.2293 -1.6575 -1.6663
H 2.1756 -0.0566 -2.3068
H -0.8606 0.6301 -2.4355
H 0.5080 1.8271 -2.8499
H -0.7547 2.1793 3.1635
H -1.9421 0.6514 4.7967
C -0.5184 -5.6812 -6.9656
C -0.0508 -4.9090 -5.7412
C -0.2168 -3.4050 -5.9005
C 0.2070 -2.6152 -4.6620
N 0.0715 -1.1917 -4.9136
H -0.3861 -6.7503 -6.7964
H -1.5774 -5.4941 -7.1641
H 0.0588 -5.4004 -7.8508
H -0.6244 -5.2278 -4.8621
H 1.0084 -5.1220 -5.5517
H 0.3946 -3.0618 -6.7467
H -1.2732 -3.1849 -6.1147
H -0.3765 -2.9679 -3.7851
H 1.2745 -2.8005 -4.4649
H -0.8856 -0.9723 -5.1750
H 0.3342 -0.6307 -4.1086
*
```

Its calculated total energy is -3213.82959 a.u. As for the HOMO energy: -10.96 eV. The energy above the lowest of the compared OMol25 structures with the same formula, charge and spin is 0.000 eV.


Formula: C49H52AsCl2N4O3PSTi
Source: the OMol25 dataset
Level of theory: ωB97M-V/def2-TZVPD

Structure (ORCA input):
```
! RIJCOSX wB97M-V def2-TZVPD def2/J DEFGRID3
* xyz 0 3
Ti 1.4360 0.0448 -2.1502
Cl 0.2461 3.9256 -3.8632
C 0.6133 2.4738 -4.7960
Cl -0.0399 0.9819 -4.0330
H 1.6866 2.3787 -4.8757
H 0.1233 2.5574 -5.7547
C 2.7492 -2.1587 -0.3450
N 3.0666 -0.8426 -0.9245
C 3.5005 0.0608 0.1638
C 4.1606 -1.0179 -1.9226
C 3.5979 -1.6272 -3.1868
C 4.2937 -2.6181 -3.8714
C 3.7745 -3.1478 -5.0451
C 2.5526 -2.6854 -5.5164
C 1.8635 -1.7023 -4.8136
C 2.3630 -1.1283 -3.6403
H 3.6176 -2.5579 0.1858
H 2.4800 -2.8515 -1.1389
H 1.9204 -2.0619 0.3549
H 4.3439 -0.3742 0.7080
H 2.6733 0.2186 0.8532
H 3.8128 1.0164 -0.2484
H 4.9582 -1.6369 -1.4977
H 4.5807 -0.0463 -2.1643
H 5.2421 -2.9795 -3.4855
H 4.3228 -3.9078 -5.5888
H 2.1354 -3.0905 -6.4321
H 0.9048 -1.3777 -5.2081
O 3.8004 3.1106 -4.4304
S 4.0257 2.6066 -3.0940
O 5.2638 1.8856 -2.8963
N 2.7399 1.7268 -2.6126
C 2.1034 2.3606 -1.5634
O 1.0811 1.6728 -1.0825
C 2.6706 3.5424 -1.1053
C 2.3245 4.3743 -0.0126
C 3.1283 5.4559 0.2677
C 4.2733 5.7518 -0.5044
C 4.6191 4.9456 -1.5852
C 3.8202 3.8606 -1.8774
H 1.4501 4.1502 0.5893
H 2.8839 6.0983 1.1078
H 4.8928 6.6018 -0.2485
H 5.4990 5.1598 -2.1828
N 0.2447 -1.4737 -1.9716
C -0.2185 -2.5217 -2.1295
N -0.8440 -3.6344 -2.3580
C -0.4101 -4.9292 -1.8047
C -1.4987 -5.4867 -0.8975
C -2.8348 -5.5585 -1.6427
C -3.2171 -4.1721 -2.1730
C -2.1224 -3.6504 -3.0935
H 0.5295 -4.7914 -1.2750
H -0.2329 -5.6066 -2.6439
H -1.6053 -4.8331 -0.0300
H -1.1932 -6.4741 -0.5455
H -3.6133 -5.9344 -0.9773
H -2.7497 -6.2592 -2.4809
H -3.3385 -3.4822 -1.3302
H -4.1610 -4.2091 -2.7201
H -2.3313 -2.6458 -3.4552
H -2.0051 -4.3118 -3.9554
C -0.9447 1.7206 1.3646
C -0.0222 1.6570 2.5887
As -0.5103 0.3296 3.9697
C 0.2562 1.2800 5.5073
C -0.3022 1.0548 6.7670
C 0.1946 1.7013 7.8893
C 1.2705 2.5747 7.7708
C 1.8468 2.7889 6.5277
C 1.3453 2.1402 5.4028
C -2.3526 0.9239 4.2848
C -2.7103 2.2718 4.2998
C -4.0216 2.6531 4.5475
C -4.9931 1.6868 4.7937
C -4.6436 0.3447 4.7994
C -3.3288 -0.0322 4.5436
P -0.7803 0.2954 0.1921
C -1.9544 0.8783 -1.1146
C -2.0780 2.2180 -1.4743
C -2.9575 2.6136 -2.4765
C -3.7153 1.6755 -3.1600
C -3.5851 0.3316 -2.8340
C -2.7151 -0.0569 -1.8266
C -1.8732 -0.9640 1.0067
C -1.2316 -2.0904 1.5263
C -1.9442 -3.1072 2.1523
C -3.3280 -3.0277 2.2312
C -3.9845 -1.9165 1.7111
C -3.2633 -0.8905 1.1189
H -0.6470 2.5898 0.7822
H -1.9917 1.8336 1.6439
H 0.0052 2.6353 3.0688
H 0.9936 1.4350 2.2549
H -1.1434 0.3779 6.8660
H -0.2572 1.5225 8.8578
H 1.6611 3.0820 8.6446
H 2.6904 3.4609 6.4291
H 1.8133 2.3159 4.4405
H -1.9607 3.0370 4.1295
H -4.2845 3.7036 4.5540
H -6.0159 1.9832 4.9936
H -5.3939 -0.4100 5.0036
H -3.0570 -1.0827 4.5434
H -1.4733 2.9742 -0.9938
H -3.0395 3.6654 -2.7234
H -4.3951 1.9856 -3.9448
H -4.1684 -0.4140 -3.3647
H -2.6377 -1.1073 -1.5709
H -0.1528 -2.1632 1.4426
H -1.4230 -3.9601 2.5719
H -3.8946 -3.8208 2.7040
H -5.0647 -1.8503 1.7710
H -3.7909 -0.0229 0.7380
*
```

Its calculated total energy is -7088.30177 a.u. As for the HOMO energy (spin up / spin down): -4.80 / -8.20 eV. Its expectation value of S² is 2.029. The energy above the lowest of the compared OMol25 structures with the same formula, charge and spin is 0.854 eV.


Formula: C49H52BrClN2O6SeTa
Source: the OMol25 dataset
Level of theory: ωB97M-V/def2-TZVPD

Structure (ORCA input):
```
! RIJCOSX wB97M-V def2-TZVPD def2/J DEFGRID3
* xyz 1 1
Ta -1.7107 -0.1133 -0.1925
C 4.7574 2.4394 -3.4040
C 4.9781 1.5817 -2.1470
C 6.0981 0.5778 -2.4239
C 5.4141 2.4895 -0.9841
C 3.6709 0.8926 -1.7773
C 2.5490 1.6537 -1.4666
C 1.3665 1.0246 -1.1518
Se -0.1324 2.1183 -0.6668
C 0.2595 2.2237 1.2240
C 1.1409 3.1745 1.6881
C 1.4159 3.2564 3.0495
C 0.7367 2.3832 3.8928
C -0.1731 1.4213 3.4564
C -0.3933 1.3309 2.0796
O -1.2179 0.4204 1.4897
C -0.9126 0.5085 4.4394
C -0.5379 0.8138 5.8913
C -2.4307 0.7130 4.2865
C -0.5479 -0.9598 4.1620
C 2.4311 4.2792 3.5479
C 3.7924 3.9749 2.8995
C 1.9785 5.6921 3.1480
C 2.5971 4.2329 5.0676
C 1.1976 -0.3688 -1.1206
O -0.0690 -0.8150 -0.8428
C 2.3318 -1.1515 -1.3719
C 3.5132 -0.4811 -1.7160
C 2.4267 -2.6821 -1.3148
C 3.5894 -3.0955 -0.3952
C 2.6589 -3.2253 -2.7329
C 1.1711 -3.3344 -0.7523
H 5.6853 2.9484 -3.6690
H 4.4487 1.8190 -4.2470
H 3.9914 3.1972 -3.2373
H 7.0016 1.1187 -2.7056
H 6.3245 -0.0156 -1.5358
H 5.8426 -0.0936 -3.2458
H 6.3739 2.9520 -1.2188
H 4.6912 3.2880 -0.8098
H 5.5215 1.9144 -0.0625
H 2.5763 2.7361 -1.4703
H 1.6094 3.8451 0.9792
H 0.9170 2.4539 4.9535
H -0.7983 1.8362 6.1700
H -1.0903 0.1397 6.5462
H 0.5266 0.6526 6.0712
H -2.6994 1.7499 4.4969
H -2.7746 0.4625 3.2841
H -2.9601 0.0712 4.9926
H 0.5284 -1.1125 4.2660
H -1.0575 -1.6074 4.8772
H -0.8470 -1.2624 3.1614
H 3.7431 4.0468 1.8119
H 4.5388 4.6888 3.2514
H 4.1266 2.9687 3.1599
H 1.8974 5.7989 2.0658
H 1.0086 5.9276 3.5890
H 2.7049 6.4239 3.5043
H 2.9443 3.2527 5.4000
H 3.3409 4.9697 5.3711
H 1.6633 4.4737 5.5790
H 4.3696 -1.0953 -1.9503
H 4.5513 -2.7090 -0.7271
H 3.4111 -2.7432 0.6226
H 3.6631 -4.1841 -0.3719
H 3.5793 -2.8342 -3.1675
H 2.7346 -4.3141 -2.7044
H 1.8254 -2.9570 -3.3862
H 0.9931 -2.9848 0.2664
H 0.2998 -3.1177 -1.3674
H 1.2991 -4.4180 -0.7194
Br -1.5882 -2.9100 0.7767
C -3.4800 -3.2495 0.7535
C -3.9207 -4.5282 0.9104
C -5.3067 -4.7600 0.9623
C -6.1713 -3.7044 0.9129
C -5.7021 -2.3741 0.8068
C -6.5852 -1.2784 0.9185
C -6.0865 -0.0108 0.9804
C -4.7107 0.2226 0.7872
C -3.7971 -0.7880 0.5421
C -4.3076 -2.1158 0.6665
H -3.2207 -5.3468 1.0128
H -5.6723 -5.7707 1.0789
H -7.2398 -3.8636 0.9905
H -7.6498 -1.4639 0.9907
H -6.7404 0.8364 1.1408
H -4.3923 1.2553 0.8169
O -4.9021 2.7892 -4.5637
C -4.4616 1.6989 -5.1544
O -4.6491 1.4677 -6.3167
C -3.6879 0.7199 -4.3105
C -3.2020 -0.5008 -4.7721
Cl -3.4298 -1.2239 -6.2760
N -2.5597 -1.1137 -3.7488
N -2.5938 -0.3567 -2.6491
C -3.2668 0.7484 -2.9705
C -3.4740 1.7284 -1.8728
O -4.1411 2.7324 -1.9881
O -2.8684 1.3754 -0.7803
C -1.9411 -2.3992 -3.7039
C -2.2617 -3.2403 -2.6469
C -1.6759 -4.4923 -2.5677
C -0.7759 -4.8983 -3.5427
C -0.4614 -4.0494 -4.5936
C -1.0404 -2.7934 -4.6833
H -4.7050 2.8322 -3.6013
H -2.9935 -2.9203 -1.9146
H -1.9313 -5.1505 -1.7476
H -0.3210 -5.8781 -3.4839
H 0.2428 -4.3625 -5.3528
H -0.7826 -2.1257 -5.4922
*
```

Its calculated total energy is -7951.97776 a.u. As for the HOMO energy: -10.89 eV. The energy above the lowest of the compared OMol25 structures with the same formula, charge and spin is 0.527 eV.


Formula: C49H52F13NO7S
Source: the OMol25 dataset
Level of theory: ωB97M-V/def2-TZVPD

Structure (ORCA input):
```
! RIJCOSX wB97M-V def2-TZVPD def2/J DEFGRID3
* xyz 0 1
C 2.1491 3.3271 4.5977
C 1.1803 3.9848 3.6169
C 0.6156 3.0237 2.5259
C -0.8416 2.6959 2.8577
C -1.0611 2.0723 4.2521
O -1.7742 2.9618 5.1361
C -3.1389 2.8611 5.0490
C -3.8851 3.3534 3.8284
O -3.7714 2.4072 5.9860
O 1.4671 1.8913 2.5233
C 1.1639 0.9229 1.5579
C 2.2883 0.7008 0.5332
C 2.7310 2.0041 -0.1348
C 1.6301 2.8714 -0.7205
C 1.9062 4.1991 -0.8237
C 0.9913 5.0692 -1.3114
C -0.2345 4.6392 -1.7025
C -0.5319 3.3188 -1.6322
C -1.8880 2.8291 -2.0617
C 0.4030 2.4586 -1.1539
N 1.8259 -0.3675 -0.3295
C 2.5345 -0.6093 -1.5813
C 1.8081 -0.1243 -2.8129
O 0.5114 -0.7634 -2.8957
C 0.1270 -0.8011 -4.2165
C -0.6109 0.4092 -4.7479
O 0.3743 -1.7524 -4.9317
S 3.7996 0.0607 1.3730
O 4.0475 0.7211 2.6208
O 4.9327 0.1623 0.4987
C 3.5691 -1.7757 1.6839
F 3.9062 -2.3662 0.5331
F 2.2985 -2.1000 1.9256
C 4.5395 -2.3257 2.7832
F 5.6479 -1.6062 2.8661
F 4.9161 -3.5530 2.3759
C 3.9084 -2.5413 4.1842
F 4.8954 -3.0390 4.9549
F 2.9478 -3.4607 4.1508
C 3.3948 -1.2817 4.9288
F 2.3703 -0.7102 4.3162
F 4.3619 -0.4286 5.1684
F 2.9418 -1.7144 6.1312
H 3.0956 3.0423 4.1487
H 2.3749 4.0603 5.3727
H 1.7468 2.4584 5.1095
H 0.3362 4.3926 4.1696
H 1.7064 4.8197 3.1572
H 0.6259 3.5967 1.5959
H -1.2871 2.0417 2.1056
H -1.3753 3.6369 2.8333
H -1.7009 1.1975 4.1190
H -0.1507 1.7112 4.7099
H -3.3607 4.1020 3.2428
H -4.7957 3.8141 4.1938
H -4.1918 2.5374 3.1813
H 0.2220 1.0720 1.0398
H 1.0723 -0.0321 2.0799
H 3.2022 2.6024 0.6459
H 3.4973 1.8667 -0.8935
H 2.8690 4.5850 -0.5243
H 1.2002 6.1253 -1.3766
H -0.9795 5.3278 -2.0675
H -2.0553 1.8661 -1.5811
H -1.9996 2.7818 -3.1394
H -2.6546 3.4876 -1.6615
H 0.1190 1.4183 -1.1021
H 0.8243 -0.3660 -0.4415
H 2.6270 -1.6893 -1.6966
H 3.5465 -0.2194 -1.6111
H 1.7504 0.9614 -2.8984
H 2.3957 -0.4712 -3.6664
H 0.0685 0.9661 -5.3868
H -1.4453 0.0743 -5.3518
H -0.9196 1.0387 -3.9184
F -1.3863 -4.9249 9.0512
C -0.2442 -5.1625 8.3767
C 0.2128 -6.4605 8.2683
C 1.3867 -6.7026 7.5694
C 2.0885 -5.6492 6.9993
C 1.6148 -4.3497 7.1231
C 0.4364 -4.1019 7.8129
H -0.3455 -7.2662 8.7263
H 1.7536 -7.7155 7.4704
H 3.0058 -5.8410 6.4577
H 2.1623 -3.5277 6.6822
H 0.0456 -3.0978 7.9147
F -1.0192 -1.3100 1.5800
C -1.3658 -2.4728 0.9815
C -1.5344 -2.4939 -0.3880
C -1.8814 -3.6881 -1.0018
C -2.0629 -4.8345 -0.2406
C -1.8918 -4.7895 1.1365
C -1.5351 -3.6010 1.7563
H -1.3941 -1.5872 -0.9644
H -2.0096 -3.7231 -2.0753
H -2.3369 -5.7638 -0.7217
H -2.0358 -5.6816 1.7305
H -1.3881 -3.5465 2.8271
F -0.9952 -3.9315 -10.6566
C -1.2747 -4.1659 -9.3585
C -0.5389 -3.5196 -8.3854
C -0.8304 -3.7581 -7.0496
C -1.8449 -4.6444 -6.7096
C -2.5708 -5.2879 -7.7030
C -2.2894 -5.0456 -9.0397
H 0.2516 -2.8391 -8.6740
H -0.2662 -3.2513 -6.2767
H -2.0688 -4.8330 -5.6676
H -3.3581 -5.9811 -7.4378
H -2.8479 -5.5307 -9.8293
F -1.9259 4.9628 -4.5223
C -2.9016 5.0093 -5.4546
C -2.7129 4.3541 -6.6544
C -3.7192 4.3989 -7.6083
C -4.8892 5.1015 -7.3543
C -5.0567 5.7570 -6.1424
C -4.0588 5.7089 -5.1801
H -1.7900 3.8186 -6.8352
H -3.5891 3.8851 -8.5510
H -5.6702 5.1376 -8.1018
H -5.9663 6.3079 -5.9449
H -4.1730 6.2066 -4.2261
*
```

Its calculated total energy is -4176.17647 a.u. As for the HOMO energy: -9.18 eV.


> Look up the calculated total energy of the first one.

-3213.82959 a.u.